Below is C12H11NNiO4 as an isolated structure in a non-equilibrium geometry, with properties calculated with the ωB97M-V functional and the def2-TZVPD basis.

Summary:
**Energy above the lowest of the compared OMol25 structures with the same formula, charge and spin**: 8.8 kcal/mol
**<S²>**: 2.03

The geometry in ORCA input format:
```
! wB97M-V def2-TZVPD RIJCOSX def2/J DEFGRID3
* xyz 2 3
Ni -0.79 -0.89 1.79
C -0.76 0.65 2.77
O -0.78 1.81 2.89
C -1.09 -2.58 2.26
O -1.42 -3.55 2.81
C 0.98 -1.21 1.49
O 2.08 -1.50 1.28
C -2.36 -1.23 0.82
O -3.04 -0.98 -0.10
C -0.13 -3.43 -1.76
H -0.84 -2.91 -2.41
H 0.92 -3.50 -2.08
C -0.55 -4.09 -0.67
H 0.15 -4.42 0.10
H -1.61 -4.24 -0.44
N 0.63 0.05 -0.97
C 0.68 1.42 -0.95
C -0.52 2.17 -1.02
C -0.53 3.49 -0.56
C 0.64 4.10 -0.09
C 1.85 3.40 -0.13
C 1.88 2.08 -0.58
H -0.16 -0.44 -1.39
H 1.50 -0.42 -1.15
H -1.45 1.65 -1.28
H -1.48 4.04 -0.55
H 0.61 5.13 0.26
H 2.77 3.89 0.20
H 2.80 1.50 -0.53
*
```

Below is one molecule with the formula C12H12ClNO2 in a non-equilibrium geometry, with properties calculated with the ωB97M-V functional and the def2-TZVPD basis.

Summary:
**Energy above the lowest of the compared OMol25 structures with the same formula, charge and spin**: 113.6 kcal/mol
**SMILES**: O=[N+]([O-])C[C@@]1(c2ccc(Cl)cc2)C=CCC1

The geometry in ORCA input format:
```
! wB97M-V def2-TZVPD RIJCOSX def2/J DEFGRID3
* xyz 0 1
O 0.35 1.09 1.79
N -0.29 -0.05 1.98
O 0.34 -1.10 1.54
C -1.61 -0.13 2.59
C -1.87 -0.17 4.31
C -3.31 -0.22 4.50
C -4.02 -1.47 4.52
C -5.39 -1.51 4.51
C -6.12 -0.34 4.59
Cl -7.85 -0.40 4.50
C -5.50 0.91 4.72
C -4.10 0.96 4.73
C -1.05 -1.28 4.76
C 0.21 -0.90 5.13
C 0.30 0.62 5.22
C -1.13 1.09 4.85
H -2.05 -0.94 1.80
H -2.07 0.84 2.12
H -3.43 -2.41 4.46
H -5.90 -2.48 4.37
H -6.07 1.80 4.74
H -3.60 1.91 4.83
H -1.43 -2.35 4.81
H 1.08 -1.55 5.30
H 0.97 1.04 4.46
H 0.66 0.96 6.22
H -1.10 1.80 4.04
H -1.55 1.52 5.77
*
```